{"formula": "C4H10N2", "method": "ωB97M-V with the def2-TZVPD basis set", "elements": ["C", "C", "C", "C", "N", "N", "H", "H", "H", "H", "H", "H", "H", "H", "H", "H"], "xyz": [[-0.3584, -1.5476, 1.6744], [-1.0220, -0.2928, 1.1177], [-0.3027, 0.1640, -0.1232], [0.7909, 0.9904, -0.1467], [1.6614, 1.1379, -1.1964], [-0.9298, -0.1413, -1.3264], [-0.8747, -2.0201, 2.5057], [-0.2016, -2.3316, 0.9041], [0.6948, -1.4277, 1.9447], [-2.0970, -0.3780, 0.9883], [-0.8222, 0.5121, 1.8152], [1.2849, 1.0208, 0.8253], [1.7887, 0.2745, -1.7008], [2.2439, 1.9470, -1.3529], [-1.3624, -1.0617, -1.2280], [-0.2459, -0.2436, -2.0787]], "forces_ev_per_angstrom": [[1.00, -1.46, -0.86], [1.39, 0.73, 0.34], [-3.14, -0.71, -2.39], [3.16, -0.52, 1.10], [-1.82, -0.69, 0.46], [2.08, -1.60, 1.44], [-0.16, 0.29, 0.01], [-0.76, 0.25, 0.14], [-0.19, 0.66, 0.43], [0.04, -0.09, -0.31], [-0.37, 0.18, 0.48], [-0.47, 1.56, 0.33], [0.22, 0.51, -1.00], [0.31, -0.30, 0.37], [-0.76, 0.44, -0.18], [-0.52, 0.73, -0.37]], "mulliken_spin": [0.014, 0.014, 0.196, 0.301, 0.289, 0.171, 0.005, -0.001, -0.002, 0.000, 0.011, 0.015, 0.000, -0.009, -0.001, -0.002], "multiplicity": 2, "charge": 1, "total_energy_ha": -267.6120, "e_lumo_ha": [-0.1318, -0.2570], "gap_ev": [10.5880, 8.7269], "de_lowest_kj_mol": 96.5, "homo_ev": [-14.17, -15.72]}